ORCA calculation (ωB97M-V/def2-TZVPD) on a molecular structure, C22H45CrN2P3Se2 in a non-equilibrium geometry.

Summary:
Expectation value of S²: 4.0468
LUMO (alpha / beta): -11.669 / -9.504 eV
Largest force on an atom: 2.2 eV/Å
E_HOMO (alpha / beta): -15.41 / -15.41 eV

```
! wB97M-V def2-TZVPD RIJCOSX def2/J DEFGRID3
* xyz 3 4
Se -0.24699 2.37577 -2.69041
Se -0.69571 -2.21914 1.92396
Cr -0.28242 -0.27936 0.43443
P -2.52642 0.50693 0.07527
P 0.10864 1.98548 1.57502
P 2.02971 -0.08555 -0.16583
N 1.32890 -2.06942 4.06687
N -0.48535 -0.95586 4.54050
C 3.11173 -0.62498 1.18543
C 1.42785 -1.65677 5.39162
C -1.85095 -0.46591 4.57053
C -0.23851 -0.15417 -4.37757
C -1.23049 2.62708 2.63137
C -0.67902 -3.69977 -3.39479
C 0.64123 0.03492 -6.62663
C 0.29698 -0.96291 5.67966
C 0.13064 -1.65230 3.53233
C 0.00450 1.22261 -4.22819
C -3.13293 2.15488 -0.44777
C -3.66512 0.08431 1.42833
C 0.56149 1.99676 -5.23990
C 2.26746 -3.00706 3.46048
C 0.58070 3.55353 0.69971
C -3.19516 -0.55932 -1.25402
C 0.08553 -0.75098 -5.59833
C 0.87364 1.40511 -6.44986
C 2.23909 -1.32714 -1.48180
C 2.94833 1.34433 -0.82440
C -1.01375 -3.89863 -4.68836
C 1.47792 1.89893 2.81865
H -3.06059 -1.60340 -0.93648
H 1.29293 2.02441 -7.24223
H -1.62764 -3.18427 -5.24597
H -2.44294 -1.06343 5.27933
H 3.93022 0.07676 1.37556
H 0.92200 -0.39533 -7.59043
H -0.76384 -4.81956 -5.21246
H -2.30349 -0.54556 3.57931
H 2.36822 1.88270 -1.58854
H -0.20930 3.85763 -0.00103
H 1.51385 3.43175 0.13447
H -0.86814 3.49903 3.18948
H 1.32498 1.02844 3.47157
H 3.52047 -1.58350 0.86110
H -1.55165 1.86937 3.34944
H 2.27271 -1.91014 6.01168
H 0.72755 4.37460 1.42191
H 3.21428 2.01881 0.00105
H 1.93209 -2.30690 -1.09516
H 1.93456 -3.29887 2.46260
H 1.64935 -1.11925 -2.38699
H 3.30373 -1.34781 -1.74953
H -1.87071 0.58382 4.88872
H -2.10587 2.93999 2.05883
H -0.20641 1.01322 -2.08009
H -2.72136 2.45602 -1.42204
H 2.46566 1.80226 2.34316
H -2.88022 2.93008 0.28261
H -0.08981 -1.82237 -5.72657
H 0.74560 3.04767 -5.04859
H 1.47842 2.80823 3.44368
H 2.34863 -3.91280 4.07477
H -4.23037 2.10239 -0.52255
H 2.56636 -0.77143 2.11869
H -3.36161 -0.82270 1.95694
H -0.68951 -0.73705 -3.57149
H -1.05709 -2.86056 -2.80032
H -4.27124 -0.33196 -1.32830
H -0.06453 -0.50248 6.57944
H -3.68264 0.93348 2.11525
H 3.26617 -2.56453 3.37526
H -4.66827 -0.06734 1.01468
H 3.87608 0.95620 -1.27395
H -2.71292 -0.41721 -2.23571
H -0.08518 -4.46978 -2.87735
*
```

=====

ORCA calculation (ωB97M-V/def2-TZVPD) on a molecular structure, C22H45LaN2OP3Se in a non-equilibrium geometry.

Summary:
LUMO (alpha / beta): -8.813 / -9.966 eV
Largest force on an atom: 5.1 eV/Å
E_HOMO (alpha / beta): -16.24 / -15.35 eV

```
! wB97M-V def2-TZVPD RIJCOSX def2/J DEFGRID3
* xyz 3 1
La -1.53513 1.79905 0.10582
Se -3.32957 3.32565 1.75210
P 2.40236 -1.65891 -3.14992
P -2.44192 -1.11108 0.08337
P 0.76224 -0.27937 1.52515
O 0.50964 0.72364 -2.61550
N -2.57387 2.17505 4.32145
N -1.07100 3.57326 3.58573
C 4.15883 -1.37661 -2.97568
C -3.68393 1.23952 4.36347
C -1.92224 3.35908 -1.63252
C -0.76180 3.29846 4.90712
C -1.92629 -2.51972 1.13992
C -2.91649 2.35045 -1.66342
C 1.69620 -2.61316 -1.81422
C 1.22737 3.00528 -5.89574
C 1.98475 3.20127 -4.73577
C -2.22323 2.91729 3.22041
C -0.33274 1.61710 -4.65632
C 1.60996 2.61045 -3.54390
C 1.58770 -1.89691 1.84606
C -2.93746 -2.02780 -1.42029
C 1.85637 -2.26924 -4.74151
C -0.27250 4.42148 2.71861
C -1.69271 2.42610 5.36758
C 2.25233 0.79899 1.45900
C 0.55955 1.64285 -3.53956
C 0.22868 0.08477 3.26186
C -4.09836 -0.74637 0.81283
C 0.05577 2.24318 -5.83708
H 0.63050 3.88964 2.37312
H 1.14599 -2.69061 1.23261
H -3.87536 2.46090 -1.11269
H 1.52441 3.48726 -6.82926
H 2.19249 2.70176 -2.61959
H -1.16460 -3.10281 0.60590
H 1.78057 -0.37828 -2.93853
H -3.35086 0.20750 4.16396
H 0.92523 -1.97405 -1.35828
H -1.24558 1.01841 -4.56589
H -4.74034 -1.58253 0.50519
H -2.16042 -2.76391 -1.67039
H 0.07813 3.76960 5.39316
H -1.51551 -2.15868 2.09169
H -2.90283 1.60479 -2.48583
H -2.06067 4.33279 -1.10199
H 0.83270 -1.91961 -4.93382
H 1.86207 -3.36732 -4.77239
H 1.23386 -3.52399 -2.21540
H 2.85664 3.85158 -4.75357
H -0.86250 -0.01660 3.35985
H 2.47223 1.02962 0.40607
H 0.04492 5.31775 3.26946
H 2.65844 -1.83165 1.61410
H 3.11612 0.28577 1.90776
H -2.79595 -3.16212 1.33866
H -0.57292 2.11275 -6.71323
H -1.18868 3.43408 -2.45879
H -4.42581 1.52062 3.60638
H -4.14426 1.26273 5.35843
H -3.06847 -1.32602 -2.25654
H 2.06275 1.73825 1.99841
H 2.52503 -1.87951 -5.51889
H -0.86256 4.72560 1.84469
H 2.44914 -2.87970 -1.06195
H 4.72309 -1.77036 -3.83370
H -3.88393 -2.55000 -1.21946
H 0.51906 1.11019 3.52223
H -4.04614 -0.70759 1.91136
H 0.71760 -0.62043 3.94962
H -4.52320 0.19887 0.43805
H 1.48714 -2.18796 2.90054
H 4.54300 -1.83482 -2.05298
H 4.29953 -0.28584 -2.92062
H -1.82086 1.98516 6.34243
*
```

=====

ORCA calculation (ωB97M-V/def2-TZVPD) on a molecular structure, C22H45N2P3PtSSe in a non-equilibrium geometry.

Summary:
Expectation value of S²: 6.0383
LUMO (alpha / beta): -10.852 / -15.061 eV
Largest force on an atom: 3.1 eV/Å
E_HOMO (alpha / beta): -17.28 / -19.85 eV

```
! wB97M-V def2-TZVPD RIJCOSX def2/J DEFGRID3
* xyz 4 5
Pt 0.11312 0.22788 -0.14893
Se 0.42478 -1.51279 2.28462
S 1.16071 -1.57698 -1.47717
P 2.31152 1.10990 -0.19070
P -0.64148 1.97171 1.22368
P -2.11554 -0.54296 -0.44972
N 1.07528 -0.69354 4.98768
N -0.98252 -1.33910 4.81528
C -3.12024 0.72469 -1.30520
C 0.68720 0.09814 -3.64552
C 1.48157 -2.06730 -6.65505
C -0.97289 -0.56773 -5.26738
C 2.41342 2.91346 -0.48146
C 3.19834 0.78172 1.36565
C -2.36495 -1.96054 -1.55108
C 0.15594 -1.15047 4.08330
C 0.47820 2.63572 2.51731
C 0.45601 -0.39974 6.19387
C -0.13478 0.40802 -4.72352
C -2.18105 -1.98700 4.32760
C -2.13268 1.77706 2.26929
C 2.48193 -0.52073 4.71406
C -0.90672 -1.89299 -4.80953
C 1.79167 -3.10920 -5.86286
C -0.07453 -2.21462 -3.74471
C -0.83876 -0.80587 6.08350
C -3.06705 -1.10912 1.00847
C -1.06015 3.44821 0.23714
C 0.61889 -1.18698 -3.06857
C 3.49232 0.48921 -1.42733
H 3.76288 -0.55082 -1.20473
H -3.24043 1.62786 -0.70168
H -1.66818 -0.75071 6.76886
H -1.61252 -0.32206 -6.11648
H -0.00519 0.83973 -1.66724
H 4.27464 0.90357 1.19230
H 2.83388 -3.38304 -5.64813
H 0.82769 1.82298 3.16627
H -2.59032 -2.64299 5.11002
H 2.06914 3.49031 0.37800
H -1.76896 -2.81087 -1.20266
H -4.10519 0.30496 -1.53551
H 3.46022 3.16717 -0.67766
H 2.79269 -1.25383 3.96006
H -1.92132 -2.58420 3.44629
H 3.08132 0.51397 -2.44236
H 0.08551 -3.24325 -3.40787
H -1.38861 4.24884 0.91031
H 3.04559 -0.67674 5.64367
H -1.42688 -2.70055 -5.33101
H 2.87859 1.47250 2.15152
H -4.07237 -0.66227 1.00714
H -1.86490 3.20654 -0.46174
H -3.43366 -2.22181 -1.54461
H 0.99371 0.07798 6.99715
H -0.18826 3.78467 -0.32998
H -2.06291 -1.72006 -2.57592
H 2.68467 0.49057 4.33530
H 3.00485 -0.24887 1.69044
H 1.33877 3.16280 2.09479
H -0.08094 3.34942 3.14019
H -0.11217 1.41083 -5.15497
H -3.15318 -2.20480 0.96558
H 1.34530 0.84512 -3.20174
H 1.82286 3.17876 -1.36428
H -2.30392 2.71356 2.81908
H -1.97220 0.98056 3.00566
H 2.21416 -1.33908 -7.02692
H -2.61268 0.97449 -2.24280
H 0.45288 -1.99139 -7.03088
H 1.00096 -3.78925 -5.50576
H 4.39004 1.12694 -1.39232
H -3.02863 1.55137 1.68064
H -2.94183 -1.24060 4.06025
H -2.55266 -0.85641 1.94103
*
```

=====

Question: Among the records above, which one has the lowest largest force on an atom?
Answer: C22H45CrN2P3Se2

=====

Question: Among the records above, which one has the highest largest force on an atom?
Answer: C22H45LaN2OP3Se

=====

What did the second record say?
ORCA calculation (ωB97M-V/def2-TZVPD) on a molecular structure, C22H45LaN2OP3Se in a non-equilibrium geometry.

Summary:
LUMO (alpha / beta): -8.813 / -9.966 eV
Largest force on an atom: 5.1 eV/Å
E_HOMO (alpha / beta): -16.24 / -15.35 eV

```
! wB97M-V def2-TZVPD RIJCOSX def2/J DEFGRID3
* xyz 3 1
La -1.53513 1.79905 0.10582
Se -3.32957 3.32565 1.75210
P 2.40236 -1.65891 -3.14992
P -2.44192 -1.11108 0.08337
P 0.76224 -0.27937 1.52515
O 0.50964 0.72364 -2.61550
N -2.57387 2.17505 4.32145
N -1.07100 3.57326 3.58573
C 4.15883 -1.37661 -2.97568
C -3.68393 1.23952 4.36347
C -1.92224 3.35908 -1.63252
C -0.76180 3.29846 4.90712
C -1.92629 -2.51972 1.13992
C -2.91649 2.35045 -1.66342
C 1.69620 -2.61316 -1.81422
C 1.22737 3.00528 -5.89574
C 1.98475 3.20127 -4.73577
C -2.22323 2.91729 3.22041
C -0.33274 1.61710 -4.65632
C 1.60996 2.61045 -3.54390
C 1.58770 -1.89691 1.84606
C -2.93746 -2.02780 -1.42029
C 1.85637 -2.26924 -4.74151
C -0.27250 4.42148 2.71861
C -1.69271 2.42610 5.36758
C 2.25233 0.79899 1.45900
C 0.55955 1.64285 -3.53956
C 0.22868 0.08477 3.26186
C -4.09836 -0.74637 0.81283
C 0.05577 2.24318 -5.83708
H 0.63050 3.88964 2.37312
H 1.14599 -2.69061 1.23261
H -3.87536 2.46090 -1.11269
H 1.52441 3.48726 -6.82926
H 2.19249 2.70176 -2.61959
H -1.16460 -3.10281 0.60590
H 1.78057 -0.37828 -2.93853
H -3.35086 0.20750 4.16396
H 0.92523 -1.97405 -1.35828
H -1.24558 1.01841 -4.56589
H -4.74034 -1.58253 0.50519
H -2.16042 -2.76391 -1.67039
H 0.07813 3.76960 5.39316
H -1.51551 -2.15868 2.09169
H -2.90283 1.60479 -2.48583
H -2.06067 4.33279 -1.10199
H 0.83270 -1.91961 -4.93382
H 1.86207 -3.36732 -4.77239
H 1.23386 -3.52399 -2.21540
H 2.85664 3.85158 -4.75357
H -0.86250 -0.01660 3.35985
H 2.47223 1.02962 0.40607
H 0.04492 5.31775 3.26946
H 2.65844 -1.83165 1.61410
H 3.11612 0.28577 1.90776
H -2.79595 -3.16212 1.33866
H -0.57292 2.11275 -6.71323
H -1.18868 3.43408 -2.45879
H -4.42581 1.52062 3.60638
H -4.14426 1.26273 5.35843
H -3.06847 -1.32602 -2.25654
H 2.06275 1.73825 1.99841
H 2.52503 -1.87951 -5.51889
H -0.86256 4.72560 1.84469
H 2.44914 -2.87970 -1.06195
H 4.72309 -1.77036 -3.83370
H -3.88393 -2.55000 -1.21946
H 0.51906 1.11019 3.52223
H -4.04614 -0.70759 1.91136
H 0.71760 -0.62043 3.94962
H -4.52320 0.19887 0.43805
H 1.48714 -2.18796 2.90054
H 4.54300 -1.83482 -2.05298
H 4.29953 -0.28584 -2.92062
H -1.82086 1.98516 6.34243
*
```